Below is C7H14N2OPPt as an isolated structure, with properties calculated with ωB97M-V with the def2-TZVPD basis set.

**Max |F|**: 3.0 eV/A
**Relative energy (zero: lowest compared OMol25 entry of this formula, charge and spin)**: 0.00 kJ/mol
**Gap between HOMO and LUMO (alpha / beta)**: 2.11 / 5.43 eV
**HOMO level (alpha / beta)**: 0.63 / -4.36 eV
**Energy**: -25045.524 eV
**E_LUMO (alpha / beta)**: 2.7 / 1.1 eV

Structure (ORCA input):
```
! wB97M-V def2-TZVPD RIJCOSX def2/J DEFGRID3
* xyz -1 3
C 0.27507 -0.27552 -2.99577
C -0.66416 -1.27305 -3.36541
C -0.40120 -2.40486 -2.54823
C 0.73799 -2.19170 -1.73955
C 1.10963 -0.81625 -1.92974
Pt 0.36806 1.77081 0.13828
P -0.37410 3.60395 -0.42761
H 0.35373 0.76450 -3.32924
H -1.34482 -1.25720 -4.21825
H -0.89565 -3.37541 -2.68376
H 1.86740 -0.28668 -1.32624
H 1.07176 -2.93272 -0.99617
H -1.58176 3.57919 0.31393
H -0.85344 4.03199 -1.68062
H 0.32917 4.68434 0.15758
C 0.74301 0.52383 3.68176
N -0.11687 -0.36925 2.91149
C -0.05614 -0.49640 1.57514
N -1.01424 -1.27073 0.99691
O 0.90680 0.00950 0.88082
H 1.32321 1.15657 3.00958
H 1.43665 -0.06000 4.29180
H 0.12464 1.14972 4.33124
H -0.78368 -0.96456 3.40640
H -0.97310 -1.42898 -0.02009
H -1.58795 -1.87109 1.56577
*
```

Mulliken atomic charge list, values in e, 8 entries: C -0.65; C -0.44; C -0.30; C -0.88; C -0.01; Pt -0.05; P 0.13; H 0.40